## 1
ORCA calculation (ωB97M-V with the def2-TZVPD basis set) on C11H18N2O2 as an isolated structure.

Geometry as XYZ:
```
33
Properties=species:S:1:pos:R:3:mulliken_charge:R:1
C 0.34065 -2.46490 1.09529 -0.710
C -0.01633 -3.21136 0.04396 0.054
C 0.30940 -1.85169 -2.20404 0.788
C -0.08325 2.83431 -0.37292 -0.432
C -1.22451 1.97368 0.05372 -0.650
C 1.15216 2.50779 0.44256 -0.843
C -0.90841 0.45141 -0.00173 -0.913
C 1.55347 0.99938 0.28987 -1.077
C 0.38695 0.08354 0.75309 1.584
C -0.12555 -3.11852 -2.96358 -1.282
C 0.28553 0.16621 2.26080 -2.196
N 0.52236 -1.35863 0.35030 0.238
N 0.07274 -2.05714 -0.86214 -0.062
O 0.75860 -0.83069 -2.70796 -0.563
O -0.45306 -4.47443 -0.18423 -0.547
H 0.46073 -2.57068 2.14407 0.486
H 0.23904 2.60780 -1.40353 0.298
H -0.45759 3.90331 -0.12828 0.279
H -1.54698 2.09964 1.15250 0.289
H -2.00767 2.26302 -0.69974 0.313
H 1.98241 3.06868 0.07960 0.395
H 1.06459 2.89634 1.46808 0.363
H -1.78328 -0.12135 0.38059 0.392
H -0.80636 0.00256 -1.09053 0.246
H 1.56500 0.82184 -0.73188 0.385
H 2.49254 0.67726 0.72696 0.415
H 0.76050 -3.69443 -3.31838 0.318
H -0.84667 -2.85267 -3.68327 0.340
H -0.59299 -3.84691 -2.37667 0.386
H 1.12623 -0.22387 2.86919 0.324
H -0.68688 -0.30551 2.54329 0.450
H 0.17622 1.20710 2.44263 0.591
H 0.22963 -5.09870 -0.42358 0.343
```

multiplicity = 1
gap between HOMO and LUMO = 0.3016 hartree
HOMO level = -7.6 eV
LUMO energy = 0.5916 eV



## 2
ORCA calculation (ωB97M-V with the def2-TZVPD basis set) on a single C11H18N2O2 molecule.

Geometry as XYZ:
```
33
Properties=species:S:1:pos:R:3:mulliken_charge:R:1
C -0.97136 -2.08640 -2.42459 -1.418
C 0.54057 -1.86221 -2.59947 0.702
C 1.02330 -2.41110 -3.93374 -1.485
C 0.92403 -0.38112 -2.43987 -0.979
C 0.60231 0.17779 -1.05834 0.203
N 1.10161 -0.44637 -0.01958 -0.564
C 0.75520 -0.02821 1.28061 -0.419
C -0.07997 1.01983 1.56053 0.218
C -0.43129 1.42716 2.99308 0.334
C -1.01432 0.30565 3.82503 -1.476
C 0.76918 2.02196 3.68474 -1.356
N -0.64937 1.71446 0.46223 0.248
O -1.59797 2.72433 0.62562 -0.419
C -0.33043 1.31341 -0.83776 0.757
O -0.91571 1.95220 -1.72682 -0.817
H -1.26326 -1.85866 -1.39888 0.323
H -1.55362 -1.42686 -3.05661 0.328
H -1.28823 -3.11164 -2.67259 0.415
H 1.03148 -2.44683 -1.82475 0.257
H 0.57036 -1.80512 -4.70876 0.344
H 2.14068 -2.33497 -4.01982 0.348
H 0.70502 -3.46798 -4.07156 0.372
H 1.98999 -0.20113 -2.64961 0.432
H 0.39345 0.17692 -3.20632 0.354
H 1.14682 -0.63027 2.11004 0.351
H -1.20521 2.18124 2.88604 0.375
H -0.30659 -0.50250 4.01786 0.300
H -1.79633 -0.15331 3.20156 0.377
H -1.49904 0.67161 4.72317 0.427
H 0.57949 2.26772 4.74478 0.399
H 1.05693 2.98574 3.20693 0.335
H 1.58887 1.31020 3.56830 0.349
H -2.01658 2.90445 -0.24143 0.383
```

multiplicity = 1
gap between HOMO and LUMO = 0.3243 hartree
HOMO level = -8.5 eV
LUMO energy = 0.3163 eV
SMILES = CC(C)Cc1ncc(C(C)C)n(O)c1=O



Which of them is most stable, and which least? Most stable: 2; least stable: 1.